(1)
9
Properties=species:S:1:pos:R:3:nbo_charge:R:1 method="wB97M-V/def2-TZVPD" homo_ev=-8.7 charge=0 spin_multiplicity=1 e_above_lowest_ev=2.523 homo_lumo_gap_ev=8.149 e_lumo_ev=-0.51
S -1.468 -1.639 -0.004 0.000
S -2.140 1.285 -0.067 0.099
C 0.861 0.458 0.027 -0.126
C -1.033 -0.039 -0.115 -0.373
C 1.822 -0.414 -0.138 -0.403
H -3.300 0.597 0.459 0.170
H 2.819 -0.199 -0.061 0.213
H 0.869 1.475 0.229 0.192
H 1.570 -1.524 -0.331 0.228

---

(2)
73
Properties=species:S:1:pos:R:3:lowdin_spin:R:1 method="wB97M-V/def2-TZVPD" homo_ev="-16.0 / -16.9" charge=+3 spin_multiplicity=5 e_above_lowest_ev=0.000 homo_lumo_gap_ev="8.668 / 5.347" e_lumo_ev="-7.31 / -11.56"
Pd 0.998 -1.877 0.202 1.440
S -1.667 -1.660 0.808 0.018
P -1.213 1.586 1.226 0.440
O 2.209 -1.163 -1.665 0.090
O -1.101 -1.001 -0.416 0.092
O -0.534 -1.646 1.788 0.113
O -2.213 -2.958 0.552 0.003
N 3.221 -0.682 -3.655 0.009
N 0.989 -0.054 -3.252 0.624
N 2.724 -2.407 1.397 0.111
N 0.487 -3.970 -0.100 0.177
C -0.364 2.626 5.022 -0.001
C 0.577 -4.766 1.154 0.013
C 0.707 3.093 2.490 0.047
C -2.943 -0.627 1.438 0.005
C 0.760 3.429 4.866 0.072
C -4.158 -1.223 1.732 0.003
C -3.808 1.518 2.092 0.013
C 2.228 -0.697 -2.802 0.023
C -1.006 3.942 -0.278 0.043
C 4.511 -1.274 -3.268 0.002
C -0.971 2.057 3.918 0.051
C -0.178 -0.871 -3.452 0.074
C 1.966 -4.755 1.771 0.002
C -2.063 4.164 -2.429 0.053
C 0.883 1.384 -3.223 0.069
C 2.387 -3.444 2.415 0.008
C -1.479 2.626 -0.190 0.061
C -5.201 -0.440 2.218 -0.002
C -5.028 0.922 2.394 0.008
C -2.537 2.858 -2.345 -0.002
C -0.459 2.319 2.636 0.066
C -2.241 2.083 -1.237 0.042
C 3.127 -0.200 -5.040 0.011
C -1.299 4.701 -1.399 -0.002
C -2.750 0.746 1.622 0.057
C 1.300 3.654 3.602 -0.002
H -0.855 -0.367 -4.140 0.012
H 1.051 -4.403 -0.827 0.005
H -2.627 1.073 -1.162 0.002
H -0.485 -3.972 -0.410 0.004
H 1.586 -3.046 3.037 0.001
H 0.112 -1.853 -3.824 0.009
H 2.186 4.265 3.493 -0.001
H 5.303 -0.693 -3.733 0.001
H 3.485 -2.751 0.815 0.004
H -2.312 4.774 -3.287 0.003
H 3.259 -3.609 3.050 0.005
H -4.287 -2.285 1.577 0.000
H -0.691 -0.998 -2.483 0.040
H -3.163 2.457 -3.131 -0.001
H 4.563 -2.303 -3.622 0.000
H 0.233 1.668 -2.383 0.033
H 1.976 -5.518 2.551 0.000
H -3.686 2.586 2.225 0.000
H 2.101 0.031 -5.314 0.003
H 1.147 3.249 1.513 0.001
H -0.460 4.392 0.539 0.002
H 0.389 1.721 -4.138 0.024
H 1.225 3.875 5.735 0.003
H 3.750 0.685 -5.165 0.000
H -1.843 1.431 4.046 0.002
H 3.088 -1.581 1.867 0.007
H 3.486 -0.985 -5.703 0.002
H -0.158 -4.357 1.846 0.001
H -0.769 2.446 6.009 -0.001
H -6.150 -0.903 2.451 0.000
H -0.958 5.726 -1.454 -0.001
H 1.865 1.837 -3.117 0.001
H -5.842 1.531 2.765 0.001
H 4.620 -1.245 -2.189 0.000
H 2.718 -5.078 1.041 0.000
H 0.283 -5.792 0.928 0.008

---

(3)
65
Properties=species:S:1:pos:R:3:nbo_charge:R:1 method="wB97M-V/def2-TZVPD" homo_ev="-7.9 / -7.9" charge=0 spin_multiplicity=1 e_above_lowest_ev=1.761 homo_lumo_gap_ev="8.321 / 8.333" e_lumo_ev="0.42 / 0.43"
Cd -1.145 -0.962 -1.539 1.325
O -0.393 2.509 -2.086 -0.730
O -0.475 -2.942 0.892 -0.752
O 1.088 -1.221 0.782 -0.771
O -1.550 1.259 -0.644 -0.866
N -3.374 -0.155 -2.015 -0.931
N 0.245 0.038 -3.209 -0.958
N -1.882 -1.855 -3.690 -0.695
C 1.646 3.373 2.497 -0.019
C -1.912 3.482 1.395 -0.629
C 2.389 3.727 3.735 -0.625
C -0.294 -3.624 3.233 -0.617
C -0.452 3.139 1.364 0.054
C 2.211 2.780 1.379 -0.260
C -3.077 -1.235 -4.251 -0.233
C -0.665 -1.792 -4.481 -0.236
C 2.188 1.581 -0.766 -0.680
C 0.306 -0.559 2.985 -0.647
C 1.570 -4.007 1.683 -0.647
C 0.471 -3.012 2.058 0.240
C -0.012 -0.455 -4.538 -0.236
C 1.516 2.388 0.224 0.129
C 1.126 -1.618 2.161 0.240
C 2.564 -1.482 2.612 -0.620
C 0.284 3.487 2.490 -0.233
C -3.512 0.042 -3.430 -0.234
C 0.131 2.661 0.174 -0.193
C -0.692 2.153 -0.950 0.784
B 0.010 -1.880 0.201 0.460
H 1.129 -0.199 -2.833 0.385
H -2.898 -1.028 -5.313 0.197
H 3.263 2.498 1.227 0.196
H 0.583 0.364 2.423 0.243
H -0.774 -0.572 2.938 0.216
H 3.195 -2.034 1.901 0.218
H 1.844 1.567 -1.791 0.224
H 0.416 -3.630 4.073 0.206
H 3.233 1.931 -0.795 0.209
H -2.043 4.399 1.961 0.206
H 2.195 0.575 -0.362 0.245
H -3.938 -1.953 -4.099 0.190
H 2.171 3.174 4.601 0.217
H -4.540 0.288 -3.763 0.182
H 0.023 1.039 -3.054 0.447
H 0.100 -2.423 -4.112 0.209
H -1.236 -3.213 3.451 0.223
H 1.090 -5.017 1.550 0.212
H -3.082 0.682 -1.518 0.446
H -4.079 -0.680 -1.522 0.381
H 0.545 -0.626 4.060 0.207
H -0.442 -4.625 2.962 0.214
H 2.917 -0.487 2.745 0.230
H 3.460 3.476 3.583 0.208
H -0.284 3.801 3.348 0.200
H 2.311 -4.008 2.505 0.215
H -2.231 3.621 0.380 0.217
H 2.375 4.785 3.967 0.218
H 2.610 -1.997 3.516 0.201
H -2.428 2.668 1.882 0.220
H 0.863 -0.540 -5.211 0.197
H -0.640 0.351 -4.994 0.197
H -2.170 -2.791 -3.479 0.388
H -2.871 0.889 -3.688 0.209
H -0.935 -2.216 -5.466 0.181
H 1.958 -3.889 0.657 0.228

---

(4)
88
Properties=species:S:1:pos:R:3:mulliken_charge:R:1 method="wB97M-V/def2-TZVPD" homo_ev=-11.7 charge=+2 spin_multiplicity=1 e_above_lowest_ev=1.360 homo_lumo_gap_ev=6.520 e_lumo_ev=-5.22
Zr -0.391 -0.217 0.237 -0.211
Cl 0.110 -2.251 1.883 -0.249
Cl 3.400 -2.641 1.899 -0.222
Cl 1.552 -1.298 -0.842 -0.435
S 0.177 1.230 -2.883 -0.264
Si 2.078 -1.098 1.789 0.422
F 2.600 5.617 -2.164 -0.354
O 0.650 1.739 0.158 -0.064
O -0.430 0.940 4.078 -0.616
O -1.066 0.644 1.949 -0.430
N 5.035 9.399 0.000 -0.135
N 3.713 0.797 -0.016 -0.101
N 1.395 4.500 3.083 0.217
N -0.811 -1.094 -3.937 0.159
N 3.227 7.571 -0.188 0.182
N -1.996 1.209 -0.732 -0.018
N 4.812 -0.115 -0.150 -0.708
N 0.023 0.231 -5.411 0.232
C 0.747 3.361 3.358 -0.149
C -0.410 1.243 2.916 -0.166
C -5.677 0.897 1.259 -0.788
C 3.828 7.853 -1.492 -0.715
C 3.240 5.288 4.552 -1.035
C -3.937 -0.100 -0.099 0.611
C -3.353 -1.277 -0.798 1.063
C 2.332 6.013 1.424 -0.392
C 0.811 2.588 1.086 1.554
C 1.766 5.395 4.194 -0.966
C -0.958 -1.722 -5.160 -0.428
C 0.400 2.418 2.431 -0.204
C -3.273 1.124 -0.069 0.574
C -3.746 -3.325 -2.028 -0.839
C -0.438 -0.894 -6.082 -0.542
C -4.214 -2.150 -1.461 -0.824
C -1.535 -2.773 -1.280 -0.427
C -4.997 2.105 1.271 -0.770
C 2.344 5.354 -0.868 0.490
C 1.450 3.855 0.769 0.563
C 3.861 9.632 0.923 -0.738
C 2.692 8.781 0.422 -0.710
C -1.968 -1.552 -0.737 0.814
C 4.571 9.193 -1.412 -0.792
C -3.788 2.218 0.602 -0.643
C 1.727 4.797 1.769 -0.398
C 1.780 4.154 -0.558 -0.554
C -2.404 -3.653 -1.916 -0.767
C 0.653 1.389 -6.017 -0.834
C 2.636 6.329 0.109 -1.436
C -5.150 -0.191 0.581 -0.997
C -0.207 0.103 -4.087 -0.152
H 5.434 9.211 -2.072 0.397
H 5.692 10.178 0.058 0.351
H -1.421 -2.687 -5.257 0.501
H 1.469 6.409 3.932 0.442
H 2.090 9.343 -0.300 0.320
H 3.102 7.924 -2.304 0.412
H 4.446 -0.989 -0.514 0.210
H -6.616 0.799 1.787 0.424
H -3.246 3.158 0.600 0.414
H -0.493 -3.057 -1.206 0.433
H -2.065 0.903 -1.703 0.265
H -5.673 -1.138 0.600 0.546
H 5.497 0.221 -0.822 0.239
H 3.637 10.696 0.910 0.380
H -5.267 -1.906 -1.535 0.552
H 0.487 3.186 4.395 0.570
H -2.031 -4.588 -2.314 0.466
H 4.529 7.059 -1.740 0.525
H 1.149 5.105 5.041 0.454
H -4.432 -3.990 -2.537 0.427
H -1.659 2.169 -0.764 0.277
H 5.530 8.559 0.307 0.385
H 2.592 6.718 2.201 0.772
H 3.886 5.497 3.699 0.322
H 3.478 5.996 5.346 0.385
H 3.327 1.089 -0.912 0.216
H -0.351 -0.991 -7.149 0.415
H 1.560 3.442 -1.346 0.646
H 4.072 1.607 0.475 0.237
H 0.683 1.242 -7.092 0.318
H -5.405 2.956 1.799 0.414
H 3.936 10.043 -1.649 0.366
H -1.096 -1.470 -3.038 0.205
H 0.081 2.285 -5.783 0.324
H 1.665 1.505 -5.633 0.304
H 4.186 9.346 1.921 0.428
H 3.474 4.287 4.915 0.359
H 2.035 8.546 1.253 0.488

---

| no. | E (Eh) |
| --- | --- |
| 1 | -912.9678 |
| 2 | -2398.7553 |
| 3 | -1441.5786 |
| 4 | -4120.9248 |